The following is a quantum chemistry calculation of a cluster of 15 separate species, C74H193N15O22 in total, from OMol25.

Last column: Mulliken charge in e.
Element x y z (Å)
C 2.7441 3.5710 -5.8357  -1.78
C 1.3257 2.9093 -5.7653  2.52
C 0.2151 3.9120 -5.9305  -1.42
O 0.1292 4.9623 -4.9715  -0.32
C -0.9108 5.8984 -5.2020  -0.84
N 1.3736 1.8591 -6.8229  -0.63
H 3.5390 2.8271 -5.7825  0.38
H 2.8727 4.3870 -5.1245  0.34
H 2.8756 3.9437 -6.8516  0.46
H 1.1256 2.4501 -4.7972  -1.03
H -0.7357 3.3850 -5.8509  0.33
H 0.2898 4.3241 -6.9368  0.62
H -0.7711 6.7391 -4.5224  0.23
H -1.9021 5.4457 -5.2219  0.28
H -0.7274 6.3254 -6.1880  0.42
H 2.0483 1.1626 -6.5406  -0.01
H 1.8135 2.2734 -7.6322  0.31
C 2.0274 7.1063 5.6205  -1.54
C 2.3519 5.6378 5.6679  0.70
C 2.1446 4.8332 4.3546  -0.20
O 0.7821 4.6544 4.1516  -0.37
C 0.4483 4.1425 2.8748  0.36
N 3.7440 5.5833 6.1371  -0.77
H 2.4655 7.6696 6.4445  0.39
H 0.9708 7.3673 5.6800  0.31
H 2.2972 7.6064 4.6904  0.30
H 1.6973 5.2435 6.4451  0.14
H 2.5536 3.8229 4.3415  0.27
H 2.5903 5.4241 3.5544  0.11
H 0.7332 4.8474 2.0937  0.54
H -0.6291 4.0230 2.7604  -0.55
H 0.9622 3.1999 2.6863  -0.11
H 3.6972 6.0466 7.0333  0.30
H 4.0474 4.6407 6.3360  0.23
C -10.4683 2.8719 -3.3508  -1.65
C -8.9956 3.0457 -3.0256  0.98
C -8.4636 2.2806 -1.7171  -0.89
O -7.0615 2.3743 -1.6769  0.11
C -6.4399 1.8531 -0.5269  -0.65
N -8.3401 2.5838 -4.2146  -0.60
H -10.8715 1.8763 -3.5364  0.39
H -10.6989 3.3903 -4.2814  0.46
H -11.0440 3.2941 -2.5272  0.35
H -8.7013 4.0843 -2.8744  -0.13
H -8.8001 1.2439 -1.7225  0.30
H -8.8837 2.6791 -0.7936  0.22
H -6.6184 0.7896 -0.3679  0.34
H -6.9496 2.3555 0.2952  0.55
H -5.3859 2.1309 -0.5336  -0.41
H -8.8673 3.0346 -4.9488  0.27
H -8.5975 1.6241 -4.3955  0.29
C 7.2311 3.5931 1.7315  -1.41
C 6.2306 4.4052 0.8824  1.47
C 4.9021 4.8028 1.5303  -1.49
O 4.0609 3.7230 1.9469  -0.12
C 3.2693 3.1333 0.9072  -0.23
N 6.9494 5.5845 0.4088  -0.83
H 7.7277 4.2416 2.4532  0.37
H 8.0013 3.1479 1.1016  0.41
H 6.7521 2.8854 2.4080  0.21
H 5.9705 3.8277 -0.0047  -0.24
H 4.3306 5.4966 0.9138  0.52
H 5.1145 5.5023 2.3388  0.40
H 3.8074 2.8048 0.0180  0.35
H 2.6037 3.9333 0.5831  0.33
H 2.6895 2.3752 1.4337  -0.38
H 7.8490 5.2600 0.0838  0.30
H 6.5565 5.9941 -0.4266  0.26
C 0.1270 -0.6532 -4.6714  -0.56
C -0.1271 -1.3835 -6.0184  1.46
C -0.9756 -2.6470 -5.8902  -0.96
O -0.2036 -3.6437 -5.1926  -0.29
C -0.8832 -4.8439 -4.8627  -0.75
N -0.8402 -0.3490 -6.8170  -0.84
H -0.8000 -0.2630 -4.2514  0.40
H 0.9361 0.0763 -4.6353  -0.18
H 0.3946 -1.3909 -3.9150  0.44
H 0.8462 -1.6327 -6.4410  -0.54
H -1.3351 -2.9936 -6.8591  0.47
H -1.8304 -2.4505 -5.2430  0.10
H -1.5043 -4.7884 -3.9688  0.24
H -0.1273 -5.6015 -4.6558  0.17
H -1.5342 -5.1417 -5.6847  0.38
H -1.6155 0.0192 -6.2845  0.37
H -0.1712 0.4073 -6.8422  0.38
C -1.5899 3.1462 -2.7847  -0.84
C -3.1557 3.0648 -2.7786  1.67
C -3.8282 4.2080 -3.5988  -1.51
O -5.2603 4.1298 -3.5933  -0.03
C -5.8923 5.2410 -4.3281  -0.69
N -3.4031 1.7048 -3.2508  0.12
H -1.1484 2.4171 -2.1053  -0.46
H -1.2337 4.1242 -2.4610  0.92
H -1.2466 3.0034 -3.8094  -0.26
H -3.5152 3.1825 -1.7563  -0.81
H -3.5181 4.1003 -4.6382  0.43
H -3.3464 5.1450 -3.3196  0.60
H -5.6232 5.2650 -5.3841  0.30
H -5.6087 6.2099 -3.9171  0.34
H -6.9632 5.0755 -4.2105  0.03
H -2.5113 1.2308 -3.2424  -0.33
H -3.6246 1.8639 -4.2232  0.34
C 1.5914 1.3240 -1.4515  -0.91
C 1.2476 0.3975 -0.2683  0.39
C -0.2885 0.5326 0.1313  1.17
O -0.5960 1.9008 0.3870  0.24
C -1.8906 2.2475 0.8094  0.10
N 1.5545 -0.9909 -0.7165  1.01
H 1.1509 2.3209 -1.4306  0.55
H 1.1860 0.9036 -2.3718  -0.31
H 2.6741 1.3832 -1.5625  -0.15
H 1.8255 0.6722 0.6141  -0.15
H -0.4567 -0.0831 1.0148  -0.67
H -0.8594 0.1971 -0.7345  -0.68
H -2.6226 1.9010 0.0798  -0.44
H -1.8944 3.3241 0.9795  0.45
H -2.1611 1.8360 1.7818  0.00
H 0.9000 -1.2059 -1.4550  -0.15
H 1.3157 -1.6992 -0.0373  -0.34
C -3.0465 -1.3083 -2.5216  -0.39
C -4.3747 -1.3926 -1.7705  0.07
C -4.1765 -1.3051 -0.2550  0.14
O -3.3161 -2.3904 0.1467  -0.44
C -3.2220 -2.5081 1.5693  -0.31
N -5.2250 -0.3420 -2.3752  -0.25
H -3.0537 -1.3378 -3.6112  0.55
H -2.4962 -2.2222 -2.2979  0.46
H -2.3710 -0.5627 -2.1024  -0.78
H -4.8343 -2.3505 -2.0140  0.36
H -5.1612 -1.3842 0.2057  0.52
H -3.7816 -0.3322 0.0373  -0.44
H -2.4071 -3.1703 1.8616  0.22
H -4.1022 -2.9700 2.0166  0.33
H -2.9667 -1.5278 1.9718  -0.11
H -5.1856 -0.4465 -3.3790  0.42
H -4.5193 0.3742 -2.2793  -0.37
C 5.6584 1.5025 -2.8469  -0.56
O 5.3547 0.4442 -3.7421  -0.56
C 4.0657 -0.2048 -3.5774  1.51
C 3.8377 -1.0760 -4.7806  -0.91
N 4.1979 -0.3402 -6.0298  0.04
C 4.0206 -1.2442 -7.1516  -0.34
C 4.6125 -0.6431 -8.4711  -0.90
O 6.0680 -0.5734 -8.3269  -0.30
C 6.7193 -0.0369 -9.4329  -0.73
H 5.7362 1.2603 -1.7870  -0.06
H 5.0025 2.3635 -2.9754  0.33
H 6.6319 1.9407 -3.0668  0.48
H 3.2169 0.4790 -3.5829  -0.64
H 4.0781 -0.7930 -2.6598  -0.28
H 2.7806 -1.3408 -4.8029  -0.10
H 4.3693 -2.0124 -4.6111  0.60
H 5.0765 0.1577 -6.0468  0.32
H 2.9631 -1.4908 -7.2468  -0.03
H 4.5236 -2.1931 -6.9656  0.48
H 4.1634 0.3197 -8.7147  0.35
H 4.4073 -1.2596 -9.3463  0.52
H 6.7143 -0.7927 -10.2183  0.26
H 7.7051 0.2291 -9.0513  0.22
H 6.1508 0.8411 -9.7396  0.32
C -5.2100 0.1058 3.3996  -0.63
O -4.6839 -1.1376 3.9230  0.23
C -5.7586 -2.0562 4.3495  -0.56
C -6.6857 -1.4938 5.4369  -1.14
N -6.1656 -1.5025 6.8323  -0.36
C -4.9526 -0.5906 6.9193  0.10
C -4.4399 -0.5034 8.3601  -0.90
O -4.0992 -1.7855 8.8074  -0.30
C -3.4544 -1.8545 10.0394  -0.75
H -4.3646 0.5096 2.8426  -0.38
H -5.4058 0.7591 4.2499  0.26
H -6.0510 0.1382 2.7069  0.51
H -5.2591 -2.9730 4.6627  0.37
H -6.2519 -2.3236 3.4150  0.53
H -7.6113 -2.0663 5.4967  0.40
H -7.0423 -0.4677 5.3472  0.36
H -5.9220 -2.4432 7.1076  0.34
H -5.0683 0.3817 6.4404  0.25
H -4.1752 -1.0763 6.3295  -0.06
H -5.2781 -0.0756 8.9101  0.51
H -3.5764 0.1612 8.3890  0.39
H -3.5226 -2.8782 10.4076  0.27
H -3.8268 -1.1785 10.8091  0.34
H -2.4023 -1.5939 9.9248  0.21
C 0.5781 1.3962 5.9025  -0.68
O -0.6560 0.7642 6.0793  -0.35
C -1.5029 0.7658 4.9297  0.37
C -1.3223 -0.4972 4.0268  1.82
N -1.9449 -1.6795 4.4725  0.92
C -1.5739 -2.2082 5.7918  -0.28
C -0.0974 -2.6834 5.8740  -0.16
O 0.2959 -3.3419 7.0796  -0.52
C 0.4542 -2.6106 8.2576  -0.68
H 0.5247 2.4756 6.0443  0.25
H 0.9730 1.2146 4.9029  0.14
H 1.2448 0.8995 6.6074  0.37
H -1.4754 1.7291 4.4205  -0.21
H -2.4878 0.7436 5.3962  -0.38
H -0.2861 -0.5491 3.6924  0.01
H -1.9201 -0.2420 3.1519  -1.73
H -2.9440 -1.7054 4.3265  -0.41
H -2.2163 -3.0608 6.0119  0.60
H -1.7792 -1.4893 6.5850  0.20
H 0.5044 -1.7765 5.8155  0.13
H 0.1907 -3.3506 5.0616  -0.02
H 1.4165 -2.1307 8.4359  0.30
H 0.1511 -3.2006 9.1226  0.34
H -0.1842 -1.7330 8.3595  0.13
C -3.1756 3.9743 4.7089  -0.91
O -3.0874 3.9654 3.2884  0.04
C -4.4463 3.8817 2.7289  0.44
C -5.2936 5.1716 2.9586  -1.31
N -6.4885 5.0409 2.1612  0.08
C -7.6123 5.8579 2.5939  -0.75
C -8.9059 5.5951 1.7947  -0.61
O -8.6728 6.1087 0.4793  -0.30
C -9.8264 6.2512 -0.3094  -0.86
H -3.7487 4.8009 5.1288  0.37
H -2.2106 3.9098 5.2116  0.30
H -3.6313 3.0550 5.0767  0.23
H -5.0283 3.0418 3.1084  -0.07
H -4.2267 3.7744 1.6667  -0.29
H -4.7865 6.0913 2.6670  0.33
H -5.5421 5.3314 4.0078  0.58
H -6.3090 5.3077 1.2038  0.16
H -7.3719 6.9191 2.5297  0.34
H -7.7733 5.5191 3.6173  0.43
H -9.7470 6.0957 2.2742  0.42
H -9.1338 4.5320 1.7177  0.30
H -10.4455 5.3544 -0.2877  0.33
H -9.5803 6.4539 -1.3517  0.25
H -10.3995 7.1032 0.0565  0.36
C 4.1946 -3.1555 -0.8799  -0.93
O 4.9921 -4.0472 -1.7539  -0.21
C 6.1172 -4.5845 -1.0197  -0.47
C 6.7815 -5.5856 -2.0332  -0.94
N 5.8261 -6.6864 -2.3701  0.01
C 6.2890 -7.9097 -2.9888  -0.75
C 6.8565 -7.6918 -4.4069  -0.24
O 7.4308 -8.9596 -4.7744  -0.33
C 8.1844 -9.0281 -6.0328  -0.71
H 4.7438 -2.2320 -0.6970  0.57
H 3.9421 -3.7040 0.0275  0.32
H 3.2962 -2.9087 -1.4456  0.09
H 5.9076 -5.2079 -0.1504  0.30
H 6.8030 -3.7615 -0.8184  0.37
H 7.6731 -5.8543 -1.4667  0.41
H 7.1545 -4.9808 -2.8597  0.32
H 4.9927 -6.2370 -2.7217  0.17
H 5.3352 -8.4095 -3.1577  0.19
H 6.8831 -8.4579 -2.2577  0.29
H 7.6991 -7.0029 -4.4663  0.34
H 6.1141 -7.3607 -5.1330  0.30
H 7.4628 -9.0437 -6.8496  0.28
H 8.6643 -10.0056 -5.9846  0.23
H 8.9182 -8.2244 -6.0935  0.31
C 1.0538 -3.3209 2.0366  -1.13
O 1.4915 -3.9566 0.8269  0.21
C 1.8918 -5.3703 1.0408  -1.23
C 2.3290 -5.9361 -0.3307  -0.34
N 1.2856 -6.8426 -0.8489  -0.33
C 1.7196 -7.5647 -2.0791  -0.16
C 0.6219 -8.5574 -2.6413  -0.70
O 1.2612 -9.2552 -3.7558  -0.32
C 1.3965 -10.6553 -3.6073  -0.72
H 1.9290 -2.9610 2.5777  0.08
H 0.5183 -3.9354 2.7602  0.62
H 0.3440 -2.5133 1.8575  0.25
H 1.0604 -5.9453 1.4488  0.45
H 2.6891 -5.3187 1.7822  0.40
H 3.3080 -6.4117 -0.2714  0.25
H 2.5257 -5.0676 -0.9593  0.32
H 0.4165 -6.3292 -0.8824  0.30
H 2.6570 -7.9979 -1.7304  0.21
H 2.0013 -6.8687 -2.8692  0.21
H -0.2315 -7.9706 -2.9811  0.27
H 0.2867 -9.1964 -1.8244  0.47
H 0.4544 -11.1598 -3.8218  0.26
H 1.7919 -10.7815 -2.5994  0.34
H 2.1216 -11.0499 -4.3191  0.23
C 4.0231 -3.8986 7.5904  -0.56
O 4.5303 -3.6128 6.2882  -0.37
C 4.0227 -2.3965 5.7300  0.20
C 4.6906 -2.1948 4.3656  -1.01
N 3.8832 -1.3611 3.4817  0.65
C 4.4109 -1.3322 2.1288  -0.11
C 5.5389 -0.3061 1.9458  -0.06
O 6.7452 -0.9132 2.4433  -0.29
C 7.9615 -0.2001 2.0281  -0.68
H 2.9371 -3.9392 7.5055  0.18
H 4.3791 -3.2176 8.3634  0.24
H 4.4760 -4.8839 7.7000  0.29
H 4.2602 -1.4509 6.2174  0.28
H 2.9520 -2.5674 5.6179  -0.21
H 4.8216 -3.1887 3.9377  0.35
H 5.7043 -1.8269 4.5240  0.44
H 3.7511 -0.4837 3.9643  0.27
H 3.6660 -1.0357 1.3903  -0.69
H 4.7025 -2.2955 1.7103  0.16
H 5.3104 0.6415 2.4335  0.21
H 5.5210 -0.1126 0.8732  0.07
H 7.9486 0.8580 2.2894  0.17
H 7.9878 -0.1293 0.9407  0.26
H 8.8726 -0.6696 2.3991  0.33

Forces on the atoms, in the same order (eV/Å):
C -0.80 0.00 0.21
C 2.30 0.15 0.23
C -1.37 0.40 -0.70
O 1.01 -0.45 0.57
C 1.11 -0.10 -1.09
N -1.18 0.51 0.43
H -0.09 -0.15 0.63
H 0.17 -0.06 0.00
H -0.24 0.48 -0.09
H 0.43 -0.35 0.10
H -0.23 -0.38 -0.43
H -0.12 0.30 -0.31
H -0.33 -0.41 0.38
H -0.07 0.04 0.39
H -0.27 0.15 -0.37
H 0.25 -0.27 0.37
H -0.17 0.16 -0.34
C -1.04 1.27 -0.86
C 0.08 -0.65 0.28
C 0.17 0.71 0.63
O -1.68 0.32 -0.10
C 0.21 0.33 -0.01
N 0.01 -0.11 -0.20
H 0.31 -0.21 0.02
H -0.31 -0.59 0.13
H 0.62 -0.15 -0.09
H -0.32 -0.56 -0.08
H 0.88 0.05 0.35
H 0.20 -0.08 -0.33
H 0.31 0.14 -0.18
H 0.02 -0.13 0.54
H -0.02 -0.22 -0.03
H 0.51 0.12 0.17
H -0.05 -0.29 -0.11
C -0.97 0.92 1.44
C 0.28 -1.63 1.23
C -0.09 0.32 -1.13
O 0.14 -0.04 -0.94
C -1.39 0.70 0.45
N 1.26 -0.14 -1.08
H 0.69 -0.42 0.34
H -0.05 0.45 0.18
H -0.58 0.15 -0.12
H -0.33 0.20 -0.01
H 0.04 -0.46 -0.34
H -0.28 0.57 0.12
H 0.34 -0.24 -0.42
H 0.32 0.18 0.74
H -0.07 -0.23 -0.16
H 0.38 0.36 -0.53
H 0.26 -0.55 0.35
C -0.75 0.63 0.68
C -0.03 -0.54 -0.65
C -0.04 0.38 0.39
O 1.17 0.04 -0.22
C -0.06 1.41 0.87
N 0.34 0.46 0.09
H 0.15 0.45 -0.22
H -0.16 -0.23 0.05
H -0.18 -0.45 -0.56
H -0.14 -0.66 -0.03
H -0.11 -0.24 -0.91
H 0.08 -0.62 0.86
H 0.30 -0.42 0.26
H -0.47 -0.14 -0.32
H 0.14 -0.17 -0.52
H 0.37 0.08 0.19
H -0.55 0.05 0.00
C 0.14 -2.01 1.11
C -0.88 1.77 1.03
C 0.54 -0.31 1.31
O 0.13 0.24 -0.32
C 0.08 0.28 -0.29
N 0.59 -1.13 -0.91
H -0.12 0.46 -0.35
H -0.23 0.20 -0.53
H 0.37 -0.30 0.22
H -0.16 0.00 -0.43
H 0.15 -0.08 -0.16
H -0.45 0.32 -0.14
H -0.13 0.48 0.21
H 0.01 -0.01 -0.26
H 0.05 -0.29 -0.15
H -0.21 -0.19 0.22
H 0.01 0.58 -0.50
C -0.96 1.48 0.15
C 1.20 0.56 0.38
C 0.08 -1.43 -0.65
O 0.58 1.61 -0.23
C 0.59 -1.21 0.97
N -0.68 0.78 -0.53
H -0.16 -0.16 -0.07
H 0.14 0.12 0.04
H 0.12 -0.14 0.06
H -0.08 -0.07 0.20
H 0.23 -0.26 -0.50
H -0.59 0.45 0.63
H 0.08 -0.37 -0.15
H 0.04 0.03 0.31
H 0.16 0.03 -0.10
H -0.02 -0.24 -0.12
H -0.35 -0.68 -0.44
C -0.15 -0.19 0.17
C -1.57 0.00 -0.51
C 1.27 0.76 -0.37
O 0.95 -0.01 0.12
C 0.19 -0.40 0.19
N -0.19 0.81 0.38
H 0.15 0.07 0.59
H 0.03 -0.34 -0.12
H -0.06 0.08 -0.05
H 0.17 -0.26 -0.06
H -0.32 -0.20 0.05
H -0.35 -0.33 0.00
H -0.32 0.26 -0.18
H -0.15 0.01 -0.46
H 0.10 -0.41 0.21
H -0.02 0.06 -0.57
H 0.22 -0.03 0.60
C 1.44 -2.01 1.11
C 0.11 -0.42 -1.93
C -0.25 -0.76 -0.54
O -0.45 0.46 0.16
C 0.50 0.06 -0.59
N 0.22 -0.13 1.85
H -0.56 0.63 0.01
H 0.24 -0.32 0.15
H -0.25 0.47 -0.30
H 0.05 -0.28 0.31
H -0.18 -0.16 0.26
H 0.42 0.22 0.08
H 0.23 -0.02 -0.52
H -0.41 0.47 -0.04
H -0.41 -0.04 0.31
H -0.24 -0.44 -0.22
H -0.79 1.49 -0.24
C 0.10 0.47 -0.31
O -0.38 0.13 0.50
C 0.67 0.61 -0.18
C 1.01 0.65 -0.37
N -1.55 -0.77 0.45
C 1.04 0.68 -1.12
C 0.78 -0.85 0.72
O -2.07 -0.26 1.38
C -0.54 0.02 0.38
H -0.46 -0.56 0.16
H -0.62 -0.09 0.09
H 0.25 -0.52 -0.50
H 0.31 0.69 0.41
H -0.22 0.04 0.12
H -0.09 0.03 -0.18
H 0.42 -0.24 -0.52
H 0.20 -0.51 0.46
H -0.13 0.18 -0.32
H 0.24 -0.28 -0.09
H 0.23 0.48 0.30
H -0.19 -0.44 0.06
H 0.43 0.18 -0.42
H 0.12 0.01 -0.61
H 0.35 0.33 -0.46
C 1.65 -0.01 0.61
O -2.22 -0.09 -0.13
C 0.69 1.15 -0.70
C -0.10 -0.41 1.56
N 0.57 1.76 -0.87
C 0.39 -2.44 0.27
C -0.69 0.48 -0.97
O -0.66 -0.38 -0.46
C 0.66 0.02 0.37
H 0.04 0.26 0.01
H -0.21 0.24 -0.13
H -0.30 -0.90 0.14
H 0.10 0.11 0.39
H -0.64 0.05 0.09
H 0.01 -0.33 -0.40
H 0.27 0.07 -0.89
H 0.36 0.00 0.12
H -0.67 0.07 0.37
H 0.42 0.14 -0.03
H 0.08 0.05 0.68
H 0.16 0.20 0.10
H -0.03 0.05 -0.07
H -0.52 0.11 -0.05
H 0.33 -0.05 -0.04
C 0.35 -0.47 -0.15
O -0.37 -0.06 -0.16
C -0.18 -0.67 0.95
C -1.10 2.47 -0.30
N 1.08 -2.01 1.14
C 0.07 -0.67 0.00
C 0.06 1.20 0.55
O -0.36 -0.67 -0.22
C -0.85 1.24 0.63
H 0.01 0.14 0.17
H 0.13 -0.03 -0.26
H 0.25 0.42 0.11
H 0.46 0.02 -0.46
H -0.41 -0.29 -0.30
H 0.21 -0.48 0.17
H 0.29 0.27 -0.49
H 0.20 0.37 0.03
H -0.09 -0.15 -0.13
H 0.22 0.19 0.24
H 0.30 0.19 -0.39
H -0.28 -0.01 0.01
H 0.71 -0.63 -0.33
H 0.40 -0.43 -0.14
H -0.65 0.13 -0.56
C 0.13 -0.71 0.45
O -1.55 -0.07 0.68
C 1.29 1.58 0.17
C 0.43 -0.14 -0.44
N -0.98 -0.31 -0.61
C -0.43 -1.01 0.10
C 1.07 0.41 -0.50
O 0.34 -0.12 0.09
C -0.23 0.13 0.20
H 0.12 0.24 -0.21
H 0.40 0.57 -0.60
H -0.56 -0.27 -0.17
H 0.25 -0.24 0.08
H -0.45 -0.13 -0.08
H 0.74 -0.03 0.01
H -0.21 -0.38 0.06
H 0.30 -0.25 -0.23
H -0.19 0.32 0.28
H -0.32 0.54 0.27
H -0.11 0.23 0.04
H 0.06 -0.22 0.15
H -0.14 -0.16 0.06
H 0.40 -0.06 0.12
H -0.35 0.05 0.04
C 0.70 -1.13 -1.58
O -0.45 0.54 2.15
C -0.05 -0.83 -2.88
C -0.67 0.60 1.05
N 1.34 2.00 1.51
C -1.58 1.44 -0.98
C 1.83 -1.44 0.11
O 0.33 -0.18 -0.92
C -1.40 -0.26 1.76
H 0.14 0.01 0.24
H -0.03 0.33 0.09
H 0.02 -0.04 0.21
H -0.68 0.46 0.35
H 0.17 -0.05 0.37
H 0.09 -1.03 -0.23
H -0.17 -0.12 -0.50
H -0.01 -0.40 -0.34
H 0.23 -0.81 0.15
H 0.39 -0.09 -0.59
H -0.09 0.61 0.41
H -0.39 -0.03 0.12
H 0.21 0.32 -0.29
H 0.17 0.18 -0.12
H -0.03 0.06 -0.16
C 0.52 -0.24 0.21
O -0.84 -1.08 0.60
C 0.11 1.58 -0.65
C -0.67 0.26 0.63
N 0.86 -0.33 -0.01
C -1.18 0.64 0.84
C 2.39 0.53 0.07
O -0.89 0.87 0.25
C 0.10 0.61 0.36
H 0.07 0.40 0.06
H -0.08 -0.75 -0.30
H 0.24 0.19 -0.52
H -0.10 0.04 0.01
H 0.23 -0.35 0.01
H -0.15 -0.54 0.13
H -0.25 0.08 -0.33
H -0.12 -0.02 -0.54
H -0.13 -0.83 -0.44
H -0.08 0.12 -0.37
H -0.01 -0.11 -0.29
H 0.08 -0.39 -0.18
H -0.14 -0.19 0.46
H -0.22 -0.87 0.11
H 0.12 0.37 -0.06
C 0.57 -0.67 -1.41
O 0.43 1.72 0.13
C 0.27 -0.76 -1.17
C -0.18 -1.01 0.28
N -0.02 -1.66 0.38
C 0.00 1.97 -0.07
C 0.14 -1.49 -0.08
O 1.17 1.32 -0.72
C -1.38 0.07 -0.36
H -0.15 -0.08 0.51
H -0.07 0.17 -0.01
H -0.48 -0.11 0.86
H -0.23 -0.21 1.22
H -0.28 0.55 -0.07
H -0.17 -0.04 -0.29
H 0.14 0.21 0.00
H 0.05 0.50 -0.77
H -0.66 0.28 0.23
H 0.29 -0.22 0.83
H 0.03 0.11 0.30
H 0.85 0.14 -0.40
H -0.13 0.00 0.73
H 0.10 -0.54 -0.30
H -0.43 -0.23 0.15

Values from the calculation:
- E_tot: -147245.030 eV
- Highest occupied orbital energy: -8.195 eV
- Kohn-Sham gap: 0.320 Ha
- Energy relative to the best compared isomer or geometry (same formula, charge and spin): 631.9 kJ/mol